[1]
The following is a quantum chemistry calculation of one molecule with the formula C6H14O at a distorted geometry, from the Open Molecules 2025 dataset.

Element x y z (Å)
C -1.65 -0.68 -1.11
C -1.22 -0.33 0.31
C -2.32 0.44 1.04
C 0.20 0.47 0.37
C 1.43 -0.21 -0.26
C 2.68 0.67 -0.23
O 1.66 -1.42 0.45
H -2.60 -1.22 -1.14
H -0.90 -1.30 -1.61
H -1.78 0.25 -1.69
H -0.78 -1.15 0.89
H -3.27 -0.11 1.08
H -2.52 1.38 0.52
H -2.03 0.67 2.07
H 0.49 0.73 1.41
H 0.03 1.41 -0.16
H 1.20 -0.44 -1.32
H 2.96 0.90 0.81
H 2.51 1.62 -0.76
H 3.53 0.17 -0.71
H 2.45 -1.84 0.07

The SMILES is CC(C)C[C@@H](C)O. The value obtained for the total energy is -8496.3535 eV. As for the orbital gap: 11.009 eV. The relative energy (zero: lowest compared OMol25 entry of this formula, charge and spin) is 0.539 eV. The charge is 0. The LUMO energy comes out at 0.968 eV.

Partial atomic charges computed with the Mulliken method, in multiples of e:
1. C -1.363
2. C 0.650
3. C -1.439
4. C -1.195
5. C 0.504
6. C -1.427
7. O -0.541
8. H 0.393
9. H 0.340
10. H 0.305
11. H 0.265
12. H 0.389
13. H 0.321
14. H 0.353
15. H 0.435
16. H 0.442
17. H 0.144
18. H 0.338
19. H 0.341
20. H 0.403
21. H 0.341

=====

[2]
The following is a quantum chemistry calculation of a 2-piece molecular cluster, C6H14O overall at a distorted geometry, from the Open Molecules 2025 dataset.

Element x y z (Å)
C 0.74 1.54 1.06
C 0.45 0.75 -0.05
C -0.99 0.80 -0.82
C -2.16 1.34 0.01
C 1.53 -0.25 -0.59
C 2.92 0.35 -0.74
H 0.18 2.33 1.48
H 1.57 1.24 1.65
H -1.05 -0.21 -1.34
H -0.82 1.65 -1.53
H -1.89 2.15 0.55
H -2.47 0.61 0.81
H -3.10 1.60 -0.54
H 1.08 -0.49 -1.55
H 1.75 -1.04 0.10
H 2.88 1.50 -0.87
H 3.64 -0.07 -1.54
H 3.44 0.41 0.25
O -2.80 -5.02 1.11
H -1.93 -5.13 1.45
H -2.98 -4.03 1.09

The SMILES is C=C(CC)CC.O. The value obtained for the total energy is -8494.3706 eV. As for the orbital gap: 9.615 eV. The relative energy (zero: lowest compared OMol25 entry of this formula, charge and spin) is 2.522 eV. The charge is 0. The LUMO energy comes out at 0.588 eV.

Partial atomic charges computed with the Mulliken method, in multiples of e:
1. C -1.122
2. C 0.632
3. C -0.285
4. C -1.209
5. C -0.487
6. C -1.090
7. H 0.334
8. H 0.238
9. H 0.312
10. H 0.196
11. H 0.346
12. H 0.296
13. H 0.316
14. H 0.349
15. H 0.289
16. H 0.317
17. H 0.286
18. H 0.279
19. O -0.644
20. H 0.316
21. H 0.328

=====

[3]
The following is a quantum chemistry calculation of C6H14O as an isolated structure at a distorted geometry, from the Open Molecules 2025 dataset.

Element x y z (Å)
C -0.74 -0.59 -0.70
C -1.89 -0.33 0.26
C -1.78 1.15 0.63
C -0.33 1.39 0.99
C 0.48 0.85 -0.17
O 1.63 -1.21 0.48
C 2.52 -1.34 -0.60
H -0.64 -1.70 -0.82
H 0.75 -1.06 0.08
H -0.95 -0.25 -1.72
H -2.88 -0.56 -0.15
H -1.78 -0.95 1.17
H -2.01 1.74 -0.26
H -2.46 1.43 1.43
H -0.04 0.84 1.90
H -0.12 2.45 1.17
H 0.38 1.38 -1.11
H 1.56 0.92 0.10
H 2.04 -1.17 -1.59
H 2.90 -2.36 -0.58
H 3.36 -0.63 -0.52

The value obtained for the total energy is -8493.7362 eV. As for the orbital gap: 10.342 eV. The relative energy (zero: lowest compared OMol25 entry of this formula, charge and spin) is 3.156 eV. The charge is 0. The LUMO energy comes out at 1.081 eV.

Partial atomic charges computed with the Mulliken method, in multiples of e:
1. C -0.968
2. C -0.446
3. C -0.692
4. C -0.416
5. C -0.770
6. O -0.589
7. C -0.711
8. H 0.376
9. H 0.400
10. H 0.467
11. H 0.327
12. H 0.289
13. H 0.267
14. H 0.344
15. H 0.279
16. H 0.330
17. H 0.405
18. H 0.280
19. H 0.278
20. H 0.291
21. H 0.259

=====

[4]
The following is a quantum chemistry calculation of C6H14O as an isolated structure at a distorted geometry, from the Open Molecules 2025 dataset.

Element x y z (Å)
C 2.20 0.52 -0.07
C 1.46 -0.76 0.45
C 0.17 -0.56 1.24
C -1.02 -0.09 0.37
C -1.99 -0.95 -0.14
C -1.25 1.38 0.25
H 1.45 1.06 -0.67
H 3.00 0.18 -0.72
H 2.63 1.22 0.65
H 1.10 -1.19 -0.53
H 2.23 -1.45 0.80
H -0.13 -1.47 1.76
H 0.30 0.25 2.00
H -3.02 -0.59 -0.15
H -1.88 -1.99 0.18
H -1.34 1.58 -0.85
H -2.17 1.68 0.82
H -0.44 2.06 0.57
H -0.94 -0.40 -0.94
H -0.42 -0.31 -2.93
O 0.05 -0.17 -2.10

The value obtained for the total energy is -8492.3709 eV. As for the orbital gap: 8.166 eV. The relative energy (zero: lowest compared OMol25 entry of this formula, charge and spin) is 4.521 eV. The charge is 0. The LUMO energy comes out at -0.239 eV.

Partial atomic charges computed with the Mulliken method, in multiples of e:
1. C -1.105
2. C -0.367
3. C -0.832
4. C 0.836
5. C -0.827
6. C -1.216
7. H 0.255
8. H 0.334
9. H 0.344
10. H 0.254
11. H 0.414
12. H 0.372
13. H 0.360
14. H 0.328
15. H 0.314
16. H 0.346
17. H 0.368
18. H 0.353
19. H 0.186
20. H 0.139
21. O -0.856

=====

[5]
The following is a quantum chemistry calculation of one molecule with the formula C6H14O at a distorted geometry, from the Open Molecules 2025 dataset.

Element x y z (Å)
C -0.28 -2.00 -2.79
C 0.24 -0.71 -2.20
C -0.23 -0.54 -0.77
C 0.27 0.74 -0.12
C -0.20 0.75 1.33
O 0.64 1.58 2.09
C 0.28 1.62 3.44
H 0.06 -2.13 -3.82
H -1.38 -2.01 -2.77
H 0.07 -2.86 -2.20
H 1.34 -0.69 -2.22
H -0.10 0.15 -2.79
H -1.34 -0.58 -0.73
H 0.11 -1.41 -0.19
H -0.02 1.65 -0.70
H 1.37 0.71 -0.06
H -1.25 1.10 1.38
H -0.13 -0.32 1.73
H -0.75 2.00 3.59
H 0.98 2.34 3.90
H 0.31 0.59 3.89

The SMILES is CCCCCOC. The value obtained for the total energy is -8496.0251 eV. As for the orbital gap: 10.929 eV. The relative energy (zero: lowest compared OMol25 entry of this formula, charge and spin) is 0.867 eV. The charge is 0. The LUMO energy comes out at 1.141 eV.

Partial atomic charges computed with the Mulliken method, in multiples of e:
1. C -1.246
2. C -0.324
3. C -0.667
4. C -0.464
5. C -0.534
6. O -0.294
7. C -0.667
8. H 0.371
9. H 0.309
10. H 0.313
11. H 0.305
12. H 0.306
13. H 0.315
14. H 0.338
15. H 0.282
16. H 0.256
17. H 0.293
18. H 0.316
19. H 0.282
20. H 0.235
21. H 0.275

=====

[6]
The following is a quantum chemistry calculation of a 3-piece molecular cluster, C6H14O overall at a distorted geometry, from the Open Molecules 2025 dataset.

Element x y z (Å)
C -3.22 0.88 0.06
C -1.97 1.38 -0.02
C -0.80 0.83 0.75
C 0.37 0.58 -0.21
C 1.55 -0.15 0.38
C 2.62 -0.42 -0.66
O 3.74 -0.97 0.00
H -3.35 -6.77 1.94
H -4.05 1.35 -0.46
H -3.43 -0.03 0.62
H -1.44 0.38 -1.70
H -1.82 2.34 -0.50
H -0.48 1.54 1.52
H -1.08 -0.10 1.26
H 0.68 1.54 -0.65
H -0.09 0.02 -1.07
H 2.00 0.45 1.18
H 1.23 -1.10 0.83
H 2.22 -1.12 -1.43
H 2.87 0.52 -1.18
H 4.42 -1.15 -0.66

The value obtained for the total energy is -8489.8054 eV. As for the orbital gap (alpha / beta): 8.976 / 9.813 eV. The relative energy (zero: lowest compared OMol25 entry of this formula, charge and spin) is 7.087 eV. The charge is 0. The LUMO energy (alpha / beta) comes out at 0.983 / -0.076 eV.

Partial atomic charges computed with the Mulliken method, in multiples of e:
1. C -0.626
2. C -0.374
3. C -0.321
4. C -0.511
5. C -0.663
6. C -0.525
7. O -0.500
8. H 0.000
9. H 0.270
10. H 0.248
11. H 0.145
12. H 0.325
13. H 0.252
14. H 0.311
15. H 0.285
16. H 0.111
17. H 0.321
18. H 0.309
19. H 0.297
20. H 0.338
21. H 0.306

=====

[7]
The following is a quantum chemistry calculation of a 2-piece molecular cluster, C6H14O overall at a distorted geometry, from the Open Molecules 2025 dataset.

Element x y z (Å)
C -1.48 -2.36 2.36
C -0.74 -1.00 2.31
C 0.50 -1.12 1.39
C 0.15 -1.68 0.00
C -0.20 0.51 -1.16
C -0.62 -0.78 -0.90
H -2.33 -2.36 3.07
H -2.18 -2.41 1.52
H -1.02 -3.32 2.59
H -0.58 -0.66 3.33
H -1.47 -0.33 1.86
H 1.15 -0.24 1.39
H 1.16 -1.88 1.82
H 1.05 -1.95 -0.58
H -0.41 -2.61 0.01
H 0.23 1.17 -0.41
H -0.35 1.03 -2.10
H -1.37 -1.24 -1.53
H 2.12 6.12 -3.19
H 2.15 5.27 -4.41
O 2.00 5.21 -3.46

The value obtained for the total energy is -8486.0187 eV. As for the orbital gap (alpha / beta): 8.339 / 5.174 eV. Its spin multiplicity is 2. The relative energy (zero: lowest compared OMol25 entry of this formula, charge and spin) is 1.535 eV. The charge is +1. The LUMO energy (alpha / beta) comes out at -5.423 / -8.589 eV.

Partial atomic charges computed with the Mulliken method, in multiples of e:
1. C -1.263
2. C -0.244
3. C -0.777
4. C -0.558
5. C -0.599
6. C 0.190
7. H 0.354
8. H 0.327
9. H 0.333
10. H 0.371
11. H 0.208
12. H 0.445
13. H 0.345
14. H 0.416
15. H 0.419
16. H 0.299
17. H 0.330
18. H 0.404
19. H 0.325
20. H 0.327
21. O -0.652

=====

[8]
The following is a quantum chemistry calculation of a 2-piece molecular cluster, C6H14O2 overall at a distorted geometry, from the Open Molecules 2025 dataset.

Element x y z (Å)
C -2.03 1.46 1.22
C -1.69 1.23 -0.18
C -0.23 1.76 -0.49
C 0.84 1.36 0.49
C 0.87 -0.19 0.62
C 1.74 -0.91 -0.35
O 1.78 -0.73 -1.50
H -2.76 2.29 1.35
H -1.17 1.82 1.84
H -2.42 0.59 1.77
H -2.42 1.88 -0.81
H -1.68 0.14 -0.58
H -0.33 2.89 -0.59
H 0.07 1.39 -1.52
H 0.62 1.71 1.56
H 1.79 1.53 0.21
H 1.07 -0.42 1.75
H -0.14 -0.49 0.31
H 2.54 -1.58 -0.07
O -0.73 -3.45 -0.03
H -0.79 -3.50 -0.96
H 0.18 -3.12 0.08

The SMILES is CCCCCC=O.O. The value obtained for the total energy is -10542.0881 eV. As for the orbital gap: 10.651 eV. The relative energy (zero: lowest compared OMol25 entry of this formula, charge and spin) is 2.528 eV. The charge is 0. The LUMO energy comes out at 0.846 eV.

Partial atomic charges computed with the Mulliken method, in multiples of e:
1. C -1.008
2. C -0.325
3. C -0.735
4. C -0.713
5. C 0.083
6. C -0.372
7. O -0.425
8. H 0.348
9. H 0.223
10. H 0.219
11. H 0.306
12. H 0.365
13. H 0.333
14. H 0.230
15. H 0.264
16. H 0.481
17. H 0.181
18. H 0.025
19. H 0.530
20. O -0.634
21. H 0.324
22. H 0.299

=====

[9]
The following is a quantum chemistry calculation of a 2-piece molecular cluster, C6H14O2 overall at a distorted geometry, from the Open Molecules 2025 dataset.

Element x y z (Å)
C 1.82 -2.32 -1.92
C 0.84 -1.26 -1.48
C -0.12 -1.41 -0.45
C -1.28 -0.37 -0.41
C -1.27 0.04 1.20
C -1.14 1.62 1.31
O -2.25 2.44 1.20
H 1.39 -3.21 -2.24
H 2.64 -1.83 -2.59
H 2.55 -2.80 -1.14
H 0.65 -0.44 -2.06
H -0.08 -2.16 0.24
H -1.09 0.36 -1.13
H -2.33 -0.76 -0.56
H -2.09 -0.38 1.66
H -0.38 -0.35 1.65
H -0.96 1.89 2.40
H -0.46 1.87 0.56
H -2.56 2.47 0.28
O 2.67 0.88 0.38
H 3.60 1.11 0.39
H 2.64 -0.04 0.50

The SMILES is C/C=C/CCCO.O. The value obtained for the total energy is -10541.0978 eV. As for the orbital gap: 9.483 eV. The relative energy (zero: lowest compared OMol25 entry of this formula, charge and spin) is 3.519 eV. The charge is 0. The LUMO energy comes out at 0.803 eV.

Partial atomic charges computed with the Mulliken method, in multiples of e:
1. C -1.130
2. C -0.408
3. C -0.342
4. C -0.656
5. C -0.734
6. C -0.552
7. O -0.537
8. H 0.364
9. H 0.272
10. H 0.254
11. H 0.412
12. H 0.554
13. H 0.404
14. H 0.281
15. H 0.472
16. H 0.378
17. H 0.286
18. H 0.380
19. H 0.304
20. O -0.589
21. H 0.284
22. H 0.304

=====

[10]
The following is a quantum chemistry calculation of a 3-piece molecular cluster, C6H14O2 overall at a distorted geometry, from the Open Molecules 2025 dataset.

Element x y z (Å)
C -3.28 -0.16 -1.78
C -2.67 -0.10 -0.39
C 1.78 1.05 1.54
C 0.49 1.50 0.94
C -0.40 0.56 0.45
C -1.58 0.86 -0.21
H -4.12 -0.86 -1.87
H -3.61 0.78 -2.23
H -2.54 -0.66 -2.41
H -3.43 0.02 0.41
H -2.23 -1.07 -0.10
H 2.64 1.36 0.97
H 1.85 1.33 2.59
H 0.25 2.54 0.80
H -0.20 -0.49 0.57
H -1.65 1.79 -0.77
H 1.73 -0.04 1.56
H 2.74 -1.64 -1.54
O 2.69 -2.25 -0.78
H 4.47 -1.79 1.23
H 3.19 -1.65 0.02
O 3.89 -1.07 1.02

The value obtained for the total energy is -10538.6880 eV. As for the orbital gap: 3.156 eV. The relative energy (zero: lowest compared OMol25 entry of this formula, charge and spin) is 5.929 eV. The charge is 0. The LUMO energy comes out at -3.480 eV.

Partial atomic charges computed with the Mulliken method, in multiples of e:
1. C -1.179
2. C -0.387
3. C -1.117
4. C 0.221
5. C -0.297
6. C 0.053
7. H 0.334
8. H 0.333
9. H 0.337
10. H 0.360
11. H 0.321
12. H 0.312
13. H 0.347
14. H 0.359
15. H 0.252
16. H 0.353
17. H 0.310
18. H 0.235
19. O -0.798
20. H 0.198
21. H 0.418
22. O -0.964

=====

[11]
The following is a quantum chemistry calculation of a 3-piece molecular cluster, C6H14O2 overall at a distorted geometry, from the Open Molecules 2025 dataset.

Element x y z (Å)
C 0.76 -1.33 2.32
C 0.62 -0.63 1.20
C 0.20 -0.90 -0.19
C -0.21 -2.32 -0.48
C 0.14 0.12 -1.04
C -0.28 0.01 -2.48
H 0.58 -2.36 2.42
H 1.17 -0.66 3.13
H 0.78 0.48 1.25
H -0.96 -2.50 -1.31
H -0.65 -2.86 0.35
H 0.74 -2.82 -0.66
H 0.62 1.08 -0.93
H -1.18 -0.63 -2.51
H 0.53 -0.38 -3.06
H -0.70 0.88 -3.00
O -1.67 2.30 1.63
H -2.10 1.50 1.31
H -1.16 1.99 2.38
O 1.17 3.24 -0.35
H 0.75 3.46 0.49
H 0.86 2.32 -0.47

The SMILES is C=C/C(C)=C/C.O.O. The value obtained for the total energy is -10542.0162 eV. As for the orbital gap: 9.633 eV. The relative energy (zero: lowest compared OMol25 entry of this formula, charge and spin) is 2.600 eV. The charge is 0. The LUMO energy comes out at 0.604 eV.

Partial atomic charges computed with the Mulliken method, in multiples of e:
1. C -1.003
2. C -0.004
3. C 1.333
4. C -1.343
5. C 0.257
6. C -1.365
7. H 0.354
8. H 0.223
9. H 0.103
10. H 0.308
11. H 0.363
12. H 0.327
13. H 0.105
14. H 0.307
15. H 0.296
16. H 0.379
17. O -0.639
18. H 0.314
19. H 0.320
20. O -0.714
21. H 0.223
22. H -0.147

=====

[12]
The following is a quantum chemistry calculation of a 2-piece molecular cluster, C6H14O2 overall at a distorted geometry, from the Open Molecules 2025 dataset.

Element x y z (Å)
C 1.91 -1.52 0.27
C 1.08 -0.31 0.74
C -0.43 -0.43 0.38
C -0.76 0.25 -0.96
C -1.25 0.27 1.48
C -2.72 0.35 1.11
O -3.33 -0.64 0.80
H 1.28 -2.40 0.31
H 2.31 -1.27 -0.72
H 2.77 -1.68 0.92
H 1.14 -0.24 1.83
H 1.37 0.61 0.23
H -0.75 -1.47 0.34
H -1.00 -0.53 -1.69
H -1.49 1.06 -1.04
H 0.11 0.78 -1.36
H -1.18 -0.06 2.52
H -0.87 1.31 1.47
H -3.24 1.33 1.15
O 1.85 1.41 -2.28
H 1.38 0.87 -2.93
H 1.81 2.31 -2.60

The SMILES is CC[C@H](C)CC=O.O. The value obtained for the total energy is -10543.0834 eV. As for the orbital gap: 10.162 eV. The relative energy (zero: lowest compared OMol25 entry of this formula, charge and spin) is 1.533 eV. The charge is 0. The LUMO energy comes out at 0.613 eV.

Partial atomic charges computed with the Mulliken method, in multiples of e:
1. C -1.142
2. C -0.703
3. C 0.507
4. C -1.190
5. C -0.901
6. C -0.083
7. O -0.488
8. H 0.362
9. H 0.218
10. H 0.335
11. H 0.377
12. H 0.348
13. H 0.426
14. H 0.324
15. H 0.393
16. H 0.128
17. H 0.445
18. H 0.275
19. H 0.386
20. O -0.628
21. H 0.332
22. H 0.277